Below is a structure of composition C12H26DyNO2P2 at a distorted geometry, with properties calculated with the ωB97M-V functional and the def2-TZVPD basis.

CARTESIAN COORDINATES (ANGSTROEM)
Dy 0.08 0.29 0.06
P 2.29 -1.14 0.29
C 2.39 -1.52 -1.56
C 1.06 -1.80 -2.28
N -0.08 -1.25 -1.79
C -1.28 -1.44 -2.42
C -1.33 -2.22 -3.57
C -0.18 -2.79 -4.09
C 1.03 -2.57 -3.43
C -2.56 -0.83 -1.83
P -2.36 0.73 -0.79
H 1.98 -2.97 -3.80
H -2.32 -2.37 -4.02
H -0.22 -3.40 -5.00
H -3.29 -0.57 -2.62
H -3.04 -1.54 -1.12
H 2.88 -0.61 -1.99
H 3.08 -2.39 -1.63
H 1.75 3.89 -2.40
O 2.50 3.58 -2.96
H 2.36 3.99 -3.82
H -1.49 4.85 -0.29
O -1.14 5.59 -0.83
H -1.57 6.39 -0.47
C -2.43 2.07 -2.01
H -3.39 2.10 -2.56
H -2.24 3.04 -1.51
H -1.59 1.94 -2.72
C -3.79 0.85 0.28
H -3.67 1.74 0.91
H -4.76 0.90 -0.25
H -3.79 0.00 0.97
C 2.24 -2.77 1.08
H 3.13 -3.39 0.88
H 2.12 -2.61 2.17
H 1.33 -3.29 0.75
C 3.84 -0.33 0.71
H 3.80 -0.05 1.77
H 4.75 -0.93 0.53
H 3.90 0.62 0.16
C 0.09 1.44 2.11
H 0.94 1.09 2.71
H -0.88 1.32 2.63
H 0.22 2.49 1.78

The expectation value of S² is 9.3540. For the LUMO energy (alpha / beta), the calculation gives -0.2967 / -0.2435 hartree. The calculation puts the total energy at -2245.22631 a.u. As for the total charge: +2. The relative energy (zero: lowest compared OMol25 entry of this formula, charge and spin) is 120.3 kJ/mol. As for the spin multiplicity: 6.